9 unconnected molecules or ions with the total composition C15H50N16O9 at a distorted geometry. Source: OMol25; level of theory: ωB97M-V/def2-TZVPD.

Last column: Mulliken charge in e.
Atoms and positions in Å:
H -0.10 1.72 -5.45  0.3397
O -1.59 0.47 -4.64  -0.1818
H -4.63 -4.47 3.99  0.1918
C -1.00 -2.29 4.76  0.6178
H 1.54 3.76 4.95  0.2611
H -0.44 3.59 2.67  0.1559
H 1.10 5.85 0.43  0.2180
H -1.81 2.36 -3.75  0.2222
O 0.79 4.38 -1.32  -0.7493
H -0.20 -0.68 3.92  -0.0842
O -3.30 -1.09 -1.83  -0.7162
N -1.02 -1.09 0.40  0.0943
H -2.04 -1.48 -3.71  0.1726
N 4.30 -0.21 1.62  -0.7883
O -3.32 -2.53 1.84  -0.6713
H -2.80 -4.18 -1.75  0.1987
O 1.02 0.71 5.24  -0.6208
H 0.18 0.28 -8.04  0.2577
N -5.08 -4.04 1.30  -0.4709
N 0.12 -2.44 5.51  -0.4592
C 1.36 -2.46 -1.59  -0.5870
H -3.11 1.98 -4.90  0.2777
N 1.39 5.87 1.40  -0.2327
H 1.11 2.88 6.36  0.2706
H 2.06 2.73 3.08  0.2347
H -5.61 -4.86 1.67  0.1995
H -0.14 -3.00 6.33  0.2667
O -1.95 -3.00 5.06  -0.8454
H 0.50 -1.81 -1.58  0.0432
C 0.22 -0.28 -6.07  0.3277
H 1.97 -2.25 -2.45  0.3827
H 0.69 -1.65 5.66  0.2648
H 2.71 2.04 -2.36  0.1577
H 1.08 -3.50 -1.83  0.3177
C -0.72 0.89 -5.71  -0.7716
C 1.51 1.72 4.76  0.5351
H 4.44 0.31 0.77  0.2990
N -0.12 4.15 1.92  -0.3111
O 1.08 5.17 3.50  -0.7185
H 1.92 0.54 -5.00  0.2510
H 1.74 -1.44 2.51  0.1842
H 1.91 -1.29 -5.12  0.2775
H 3.74 0.41 2.21  0.2193
H 3.48 -0.88 -0.73  0.3736
H 3.27 -1.57 3.40  0.4166
H 2.58 -3.01 2.57  0.3849
C 0.81 5.10 2.32  0.4219
N -2.45 -2.37 -3.46  -0.4086
N 2.16 2.86 -2.33  -0.3203
H -0.55 -1.37 1.27  -0.0293
H 1.41 1.23 2.92  -0.0099
O -0.15 0.90 1.12  -0.5389
O 2.06 -2.45 -0.33  -0.4129
C -4.07 -3.48 2.24  0.5275
N 0.90 0.05 -7.34  -0.7089
H -3.08 1.12 -3.30  0.2111
C -0.93 0.27 0.39  0.4138
C 1.63 3.43 -1.17  0.5960
N -1.67 0.89 -0.46  -0.2782
C 2.73 -1.20 0.06  -0.2454
H -3.35 -3.21 -0.40  0.1562
H -1.45 1.84 -0.61  0.2683
H 1.56 0.86 -7.27  0.2717
H 0.79 -0.41 -3.99  0.1053
N 2.08 3.15 0.08  -0.1344
C 3.52 -1.45 1.30  0.4590
H -1.85 -3.17 -3.69  0.3037
H 2.67 2.36 0.35  0.1933
H 1.94 -0.45 0.22  -0.0073
H -0.27 -1.24 -6.21  0.2952
H 1.38 3.31 0.76  0.0096
H -1.33 1.12 -6.59  0.3960
H 1.97 6.65 1.71  0.2213
C 1.30 -0.37 -4.94  -0.9306
C 2.72 -1.91 2.51  -1.3305
H -5.63 -3.41 0.70  0.2479
N -3.97 -3.87 3.54  -0.2740
C -3.03 -2.22 -2.22  0.6298
H 1.98 3.37 -3.17  0.2093
N 1.52 2.86 5.43  -0.3858
C -2.46 1.50 -4.11  -0.6760
H -0.76 4.33 1.19  0.2027
H 4.30 -2.13 1.08  0.3228
N 1.97 1.81 3.49  -0.3203
H -3.17 -3.42 4.05  0.2602
N -3.32 -3.34 -1.43  -0.3978
N -0.94 -1.38 3.84  0.0306
H -1.91 -1.51 0.38  0.1771
H -1.73 -1.32 3.25  0.1735
H -2.15 0.37 -1.19  0.0989

2S+1: 1
E_LUMO in eV: 0.446
Energy relative to the best compared isomer or geometry (same formula, charge and spin) in kcal per mole: 46.6
HOMO energy in eV: -9.3



A gas-phase ion, C7H16N3O3 (charge +1) at a distorted geometry. Source: OMol25; level of theory: ωB97M-V/def2-TZVPD.

Last column: Mulliken charge in e.
Atoms and positions in Å:
H -0.05 1.65 1.28  0.5382
N 2.11 0.68 0.62  -0.1864
H -0.98 2.41 0.00  0.3269
H -3.63 -0.67 1.67  0.3510
C -0.84 1.63 0.57  -1.1595
H -1.65 1.26 1.25  0.3585
H 0.97 0.01 -1.96  0.4243
H 2.62 1.26 -1.27  0.5969
H -2.70 -2.03 -0.32  0.2487
C -1.66 -0.12 -0.96  -0.6972
H -3.75 -0.58 -0.44  0.4408
C 0.62 0.82 -1.30  -0.5943
H -1.16 -0.79 -1.68  0.4949
C 0.12 -0.65 0.58  -0.8983
N -0.46 0.38 -0.26  0.3230
H 0.15 -0.52 1.68  0.4181
O 0.42 -2.08 -1.12  -0.7625
H -2.13 0.66 -1.37  0.7036
H 3.24 -0.01 2.00  0.2862
H 4.14 0.25 0.37  0.3004
H 1.69 2.35 -0.35  0.3723
H 1.64 -3.25 0.56  0.3988
O -2.69 -0.63 1.26  -0.5308
H 0.19 1.66 -1.89  0.4299
C 1.82 1.34 -0.62  -0.8813
N 0.48 -1.75 0.01  1.2969
O 0.98 -2.64 0.90  -0.5508
C 3.24 0.18 0.95  -0.3647
C -2.72 -0.83 -0.16  -0.6835

Net charge: +1
2S+1: 1
E_LUMO in eV: -2.624
Energy relative to the best compared isomer or geometry (same formula, charge and spin) in kcal per mole: 142.3
HOMO energy in eV: -12.4



2 unconnected molecules or ions with the total composition C3H9S2 at a distorted geometry. Source: OMol25; level of theory: ωB97M-V/def2-TZVPD.

Last column: Mulliken charge in e.
Atoms and positions in Å:
H -0.22 -0.04 2.34  0.2548
C 1.72 -1.26 -0.92  -0.6435
H -1.45 0.93 3.06  0.3480
H 1.69 -0.52 -0.14  0.1861
H 1.82 -0.82 -1.97  0.2031
H 0.09 2.44 1.77  0.1999
H -0.55 -0.92 -1.03  0.0571
H -1.67 2.42 1.06  0.2126
S 0.13 -2.08 -0.92  -0.2502
S -0.16 1.53 -0.39  -0.7035
H 2.42 -2.06 -0.80  0.2917
C -1.08 0.60 2.07  -1.0257
C -0.75 1.90 1.29  -0.3959
H -1.73 -0.08 1.53  0.2655

Net charge: -1
2S+1: 1
E_LUMO in eV: 3.562
Energy relative to the best compared isomer or geometry (same formula, charge and spin) in kcal per mole: 21.2
HOMO energy in eV: -2.5



C5H9N in the gas phase at a distorted geometry. Source: OMol25; level of theory: ωB97M-V/def2-TZVPD.

Last column: Mulliken charge in e.
Atoms and positions in Å:
C -0.48 0.05 0.35  0.6479
H -0.34 2.23 0.42  0.3949
H -1.90 -1.43 -0.41  0.3350
C 1.97 -0.42 0.03  0.2403
H -0.91 -0.70 -1.66  0.3252
H -0.22 -1.92 -0.60  0.3632
C -0.52 1.43 -0.32  -1.5556
H 0.25 1.52 -1.10  0.3713
C 0.89 -0.22 1.00  -0.6989
H 1.17 0.60 1.67  0.3647
H -1.19 0.06 1.18  0.2852
H -1.49 1.61 -0.78  0.3839
N 2.82 -0.61 -0.74  -0.4387
H 0.84 -1.13 1.61  0.3182
C -0.89 -1.06 -0.63  -1.3364

2S+1: 1
E_LUMO in eV: 0.854
Energy relative to the best compared isomer or geometry (same formula, charge and spin) in kcal per mole: 3.1
HOMO energy in eV: -11.5



C5H9NO in the gas phase at a distorted geometry. Source: OMol25; level of theory: ωB97M-V/def2-TZVPD.

Last column: Mulliken charge in e.
Atoms and positions in Å:
H -0.74 -0.35 -1.78  0.3096
H -0.08 1.00 1.71  0.3054
C -1.87 -0.13 0.53  -0.1671
N -1.34 1.01 -0.19  -0.4845
C 0.61 0.07 -0.01  1.2750
C 1.41 -1.21 0.05  -1.5227
H -1.98 -1.07 -0.02  0.1791
H 2.29 -1.07 -0.59  0.3711
H 0.86 -2.10 -0.29  0.3358
O 1.56 1.10 0.28  -0.6141
H 1.16 1.96 0.09  0.3816
C -0.54 0.38 0.92  -0.4039
C -0.34 0.46 -1.16  -0.8492
H 1.75 -1.38 1.07  0.3350
H -2.76 0.11 1.12  0.2389
H 0.08 1.24 -1.80  0.3101

2S+1: 1
E_LUMO in eV: 1.012
Energy relative to the best compared isomer or geometry (same formula, charge and spin) in kcal per mole: 73.6
HOMO energy in eV: -9.4



A molecular structure, C8H23GeI2N2Os at a distorted geometry. Source: OMol25; level of theory: ωB97M-V/def2-TZVPD.

Last column: Mulliken charge in e.
Atoms and positions in Å:
I -2.78 1.86 1.52  0.3994
N -0.55 -1.15 2.26  -0.6984
H 2.12 0.46 0.28  0.3531
H 2.02 0.03 4.47  0.3646
H 0.90 2.18 -1.05  0.4723
H 1.58 -1.81 -1.95  0.3861
H 1.68 -0.96 0.97  0.4357
H -2.23 -0.20 -3.18  0.2563
H 1.47 1.63 2.53  0.3269
C 0.11 -0.48 3.56  -0.6145
H -1.51 -1.30 2.50  0.3416
H 2.41 0.25 -4.29  0.4121
H -0.05 -2.03 2.12  0.3041
H 3.03 0.81 2.34  0.4225
C 1.93 0.91 -3.51  -1.0300
H 2.71 1.14 -2.76  0.3798
N 1.56 0.11 1.06  -0.5335
H -4.24 -0.39 1.79  0.4687
H -0.86 1.66 -1.41  0.6597
H 0.20 -2.45 -2.78  0.3912
H 0.03 -1.75 -1.13  0.1256
H -0.22 -1.15 4.32  0.4789
C -1.43 0.27 -3.68  -0.8984
C 0.52 -1.64 -2.11  -0.7842
H 2.13 -1.31 3.50  0.3455
Ge 0.27 0.14 -2.82  0.4010
I -2.92 -0.92 -0.44  0.3370
H -1.84 1.27 -3.97  0.3898
C -4.07 0.23 1.00  -0.8479
C 1.59 -0.34 3.49  -0.5879
H -1.31 -0.15 -4.68  0.3845
H -0.47 0.40 3.79  0.3818
H -4.90 0.62 0.41  0.4924
C 0.07 1.41 -0.90  -1.2052
H 1.59 1.82 -4.11  0.3689
C 1.96 0.63 2.37  -0.6312
Os -0.52 0.19 0.48  0.7518

Net charge: +3
2S+1: 5
E_LUMO (spin up / spin down) in eV: -11.560 / -12.997
Energy relative to the best compared isomer or geometry (same formula, charge and spin) in kcal per mole: 22.6
HOMO energy (spin up / spin down) in eV: -19.0 / -20.3



> Look up the 2S+1 of the fifth one.

1



> Among the records above, which one has the highest energy relative to the best compared isomer or geometry (same formula, charge and spin)?

C7H16N3O3